*1*
Below is the ion C17H26N3 with charge +1, with properties calculated with ωB97M-V with the def2-TZVPD basis set.

```
46
Properties=species:S:1:pos:R:3:lowdin_charge:R:1
C 1.6699 -1.3399 1.1829 -0.07
N 1.8311 -0.2245 0.2406 -0.04
C 3.2045 -0.0723 -0.2175 -0.14
C 3.2547 0.7446 -1.4691 -0.14
C 2.6057 2.0714 -1.2639 -0.15
N 1.3595 1.9281 -0.5401 -0.02
C 0.5786 3.1897 -0.6090 -0.10
C -0.8687 2.9475 -0.1797 -0.13
C -1.2877 1.5507 -0.5752 -0.05
N -0.4313 0.7484 0.3976 0.02
C 0.9560 0.7681 -0.0010 -0.16
H 0.9599 -2.0922 0.8191 0.08
H 2.6492 -1.8384 1.2157 0.09
H 1.3814 -0.9936 2.2094 0.08
H 3.7779 0.3976 0.5909 0.15
H 3.5967 -1.0775 -0.3900 0.13
H 4.3056 0.8775 -1.7556 0.14
H 2.7547 0.1927 -2.2725 0.13
H 3.2567 2.7583 -0.7158 0.14
H 2.3941 2.5096 -2.2410 0.14
H 1.1281 3.9839 -0.0549 0.15
H 0.6305 3.5029 -1.6717 0.14
H -0.9583 3.0775 0.9249 0.14
H -1.4817 3.6995 -0.6915 0.14
H -2.3428 1.3208 -0.4401 0.13
H -0.9739 1.3586 -1.5941 0.15
C -2.4067 0.4047 1.6801 -0.05
C -1.1651 -0.2585 1.0402 -0.54
C -0.3979 -0.7945 2.2158 -0.11
C -1.5437 -1.3522 0.0409 -0.16
C -0.6427 -1.8699 -0.8993 -0.05
C -0.8850 -3.1133 -1.5055 -0.06
C -2.0766 -3.8027 -1.2721 -0.07
C -3.0159 -3.2527 -0.3987 -0.05
C -2.7461 -2.0429 0.2559 -0.02
H -3.2405 0.5820 0.9707 0.08
H -2.8241 -0.2544 2.4543 0.10
H -2.1362 1.3659 2.1639 0.10
H -0.1636 1.4612 1.0889 0.17
H -0.5036 -0.1470 3.1048 0.06
H -0.6626 -1.8655 2.3650 0.09
H 0.3228 -1.3955 -1.0933 0.10
H -0.1459 -3.5344 -2.1777 0.11
H -2.2863 -4.7594 -1.7344 0.11
H -3.9849 -3.7088 -0.2038 0.11
H -3.4462 -1.6512 1.0063 0.11
```

**Frontier orbital gap**: 5.59 eV
**Net charge**: +1

=====

*2*
Below is the ion C17H26N3 with charge +1, with properties calculated with ωB97M-V with the def2-TZVPD basis set.

```
46
Properties=species:S:1:pos:R:3:lowdin_charge:R:1
C -4.9924 -1.4829 0.7372 -0.11
C -5.0595 0.0294 0.5481 -0.25
C -4.1771 0.5438 -0.5983 -0.21
C -2.8455 1.1506 -0.1480 -0.21
C -1.9020 0.1902 0.5791 -0.20
C -1.3555 -0.9363 -0.3002 -0.16
C -0.2858 -0.4757 -1.2911 -0.11
N 0.9308 -0.0766 -0.6106 0.03
C 1.8565 -0.9859 -0.2341 -0.25
N 1.9202 -2.1952 -0.5019 0.15
C 3.0662 -3.0075 -0.2251 -0.18
C 4.2432 -2.2719 0.4430 -0.13
C 4.2572 -0.7937 0.0597 -0.09
N 2.9673 -0.2263 0.5135 0.07
C 2.6263 1.1662 0.2706 -0.13
C 3.3231 2.2978 0.6232 0.01
C 2.7443 3.5219 0.3112 -0.06
C 1.5067 3.5815 -0.3122 -0.04
C 0.8040 2.4360 -0.6561 0.02
C 1.3784 1.2111 -0.3608 -0.13
H -3.9855 -1.8176 0.9737 0.06
H -5.3173 -1.9911 -0.1681 0.08
H -5.6499 -1.7869 1.5481 0.07
H -4.7807 0.5295 1.4777 0.11
H -6.0976 0.2942 0.3418 0.11
H -4.0007 -0.2639 -1.3105 0.10
H -4.7144 1.3269 -1.1365 0.11
H -3.0585 1.9857 0.5231 0.12
H -2.3475 1.5645 -1.0285 0.09
H -1.0681 0.7634 0.9959 0.10
H -2.4367 -0.2497 1.4201 0.10
H -2.1696 -1.3852 -0.8667 0.11
H -0.9225 -1.7184 0.3271 0.11
H -0.6369 0.3681 -1.8837 0.12
H -0.0263 -1.3005 -1.9591 0.13
H 3.3656 -3.4188 -1.1941 0.13
H 2.7390 -3.8509 0.3875 0.13
H 5.1801 -2.7348 0.1378 0.13
H 4.1744 -2.3571 1.5304 0.12
H 5.0865 -0.2651 0.5331 0.14
H 4.3218 -0.6619 -1.0231 0.16
H 2.8781 -0.4329 1.5158 0.21
H 4.2802 2.2446 1.1169 0.12
H 3.2635 4.4316 0.5631 0.11
H 1.0756 4.5440 -0.5365 0.12
H -0.1589 2.5060 -1.1326 0.11
```

**SMILES**: CCCCCCCN1C2=NCCC[N@H+]2c2ccccc21
**Frontier orbital gap**: 8.93 eV
**Net charge**: +1

=====

The structure with the most favorable energy is *2*; the runner-up is 145.6 kcal/mol above it.

=====

*1*
Below is a cluster of 2 separate species, C2O3 in total, with properties calculated with ωB97M-V with the def2-TZVPD basis set.

```
5
Properties=species:S:1:pos:R:3:lowdin_charge:R:1
C -1.6414 -1.2486 2.8463 -0.02
C 0.8503 1.0369 -2.0919 -0.40
O 1.5611 0.6364 -2.9125 0.21
O 0.1355 1.4415 -1.2621 0.20
O -0.9056 -1.8662 3.4202 0.02
```

**Frontier orbital gap**: 13.53 eV

=====

*2*
Below is a cluster of 2 separate species, C2O3 in total, with properties calculated with ωB97M-V with the def2-TZVPD basis set.

```
5
Properties=species:S:1:pos:R:3:lowdin_charge:R:1
C -0.5759 1.7941 2.0986 -0.01
C 0.7215 -1.4856 -1.2740 -0.55
O 1.0093 -1.4434 -2.3206 0.28
O 0.3612 -0.9829 -0.3809 0.27
O -1.5646 2.0154 1.6030 0.02
```

**Frontier orbital gap**: 12.99 eV

=====

The structure with the most favorable energy is *1*; the runner-up is 36.6 kcal/mol above it.